A structure of composition C42H42ClO8P2S3W at a distorted geometry, computed with wB97M-V/def2-TZVPD.

Geometry as XYZ:
```
99
Properties=species:S:1:pos:R:3:forces:R:3
W 0.480686 -0.026197 0.467925 -0.60 -1.09 -0.17
O 2.758600 1.515322 -1.528721 -0.07 0.28 -0.45
C 2.647507 0.355374 -1.289076 -0.18 -0.83 0.11
O 1.436562 -0.311449 -1.270434 0.69 1.38 0.96
C 3.777522 -0.532817 -0.803436 -0.11 -0.23 0.05
C 3.301589 -1.967035 -0.520415 -0.15 -0.02 -0.01
C 4.472749 -2.875704 -0.163344 0.09 0.02 -0.02
C 4.781109 -2.444592 1.289009 0.10 0.00 -0.04
C 3.782239 -1.317207 1.479151 -0.08 -0.04 -0.03
O 2.618601 -1.778939 0.754913 0.40 -0.07 -0.17
C 4.200345 -0.080159 0.633815 -0.06 -0.27 -0.06
C 3.417338 1.058337 1.192473 -0.63 0.00 0.01
O 3.827430 1.974681 1.810149 0.12 0.13 0.05
O 2.018113 0.866264 1.067525 0.70 0.23 -0.38
H 4.588958 -0.485290 -1.528049 0.12 0.08 0.13
H 2.610838 -2.370686 -1.251829 -0.07 0.01 0.00
H 5.310526 -2.721824 -0.843531 0.00 -0.04 0.02
H 4.179643 -3.921562 -0.220953 0.00 0.00 0.00
H 5.805276 -2.105401 1.437168 0.00 -0.03 0.00
H 4.579791 -3.243873 1.999615 0.01 0.00 0.00
H 3.515674 -1.102075 2.510098 -0.06 0.06 0.00
H 5.256265 0.153487 0.730869 0.01 0.04 -0.02
C 1.809859 -5.307365 1.595372 0.05 -0.03 -0.06
C 1.107644 -4.858678 2.851073 -0.01 0.06 0.04
O 1.165104 -3.398977 2.992980 0.31 -0.14 -0.02
P 0.069024 -2.432436 2.449929 -0.22 -0.14 0.24
S 0.606076 -0.580141 2.987298 0.21 0.09 -0.48
S -0.232820 -2.444290 0.450797 0.09 0.43 0.15
O -1.309035 -2.884620 3.050675 -0.18 0.04 0.06
C -1.685079 -2.681684 4.455354 0.07 -0.08 -0.02
C -1.293386 -3.868297 5.298576 0.02 -0.03 0.01
H 1.671148 -6.383623 1.483423 0.04 0.01 0.00
H 2.879803 -5.105176 1.654617 -0.04 0.01 0.00
H 1.408421 -4.816389 0.708135 -0.02 -0.03 0.04
H 1.610121 -5.227620 3.740620 -0.03 -0.03 0.04
H 0.064681 -5.171451 2.888161 -0.03 0.02 -0.06
H -2.761584 -2.541621 4.424517 -0.03 -0.02 -0.02
H -1.222743 -1.757385 4.803507 0.00 0.03 0.00
H -1.699410 -4.790131 4.882343 -0.02 0.01 0.02
H -1.699925 -3.743595 6.302738 0.01 0.01 -0.01
H -0.210472 -3.959980 5.384423 -0.01 0.01 0.00
Cl -2.090907 -0.051452 1.532704 -0.20 0.15 -0.05
C -2.835294 1.523639 1.341251 -0.06 -0.24 0.06
C -4.171573 1.633877 1.687848 -0.02 0.07 0.00
C -4.773845 2.874292 1.563122 0.00 0.03 -0.02
C -4.043858 3.968264 1.104959 -0.02 -0.04 0.02
C -2.715021 3.818895 0.757045 -0.01 0.05 0.00
C -2.083758 2.576394 0.870871 -0.03 -0.03 -0.08
P -0.338748 2.426778 0.401337 -0.26 0.24 0.35
C -0.369258 3.334916 -1.167773 0.09 -0.03 -0.06
C -1.376913 2.989597 -2.070366 -0.14 0.09 0.02
C -1.515698 3.663696 -3.269738 0.05 0.03 0.00
C -0.658444 4.715485 -3.571744 -0.03 -0.03 -0.01
C 0.308492 5.099790 -2.656833 0.03 -0.02 0.03
C 0.458339 4.415871 -1.456777 0.10 -0.06 -0.12
C 0.515822 3.396290 1.653373 0.01 0.08 0.02
C 1.791911 3.905537 1.421133 -0.01 0.01 0.02
C 2.407698 4.690734 2.380356 -0.01 0.01 0.01
C 1.767874 4.948678 3.584031 0.00 0.00 0.01
C 0.515878 4.406023 3.840069 0.02 -0.02 -0.03
C -0.112195 3.629451 2.879115 0.04 0.04 0.03
H -4.721063 0.775162 2.049745 0.01 0.01 -0.01
H -5.818069 2.986652 1.822817 0.02 0.01 0.01
H -4.514895 4.937695 1.016610 -0.01 -0.02 0.00
H -2.154443 4.671553 0.393055 0.00 -0.02 0.00
H -2.120957 2.252193 -1.797385 0.03 -0.07 -0.02
H -2.306605 3.384032 -3.954512 0.00 0.01 0.02
H -0.763525 5.251596 -4.505707 -0.01 0.00 0.01
H 0.951582 5.943896 -2.867323 0.00 -0.02 -0.01
H 1.207453 4.753314 -0.759689 0.00 -0.01 -0.01
H 2.321794 3.670681 0.507280 0.01 0.00 0.03
H 3.397725 5.084438 2.193774 -0.01 -0.01 0.00
H 2.251939 5.563905 4.331088 -0.01 -0.01 -0.01
H 0.022240 4.595420 4.783659 0.01 -0.02 0.00
H -1.089301 3.215454 3.088640 -0.03 0.03 0.00
O -1.036742 -0.100109 -1.003747 0.05 0.11 -0.18
S -0.872153 0.011251 -2.559360 0.05 -0.12 0.20
C -0.409672 -1.573384 -3.170693 0.04 -0.13 -0.01
C 0.514321 -1.563419 -4.204891 0.09 -0.16 0.04
C 0.840069 -2.769693 -4.815007 -0.01 0.03 0.02
C 0.261682 -3.947965 -4.366004 -0.01 0.02 0.02
C -0.653783 -3.936532 -3.314971 0.03 -0.04 -0.02
C -1.011519 -2.741691 -2.718958 -0.04 0.02 -0.08
C -2.575412 0.000195 -3.055734 -0.10 0.20 -0.02
C -2.803744 0.184353 -4.414478 -0.09 0.00 0.02
C -4.112342 0.238713 -4.865363 0.00 0.00 -0.01
C -5.165366 0.123453 -3.964078 0.02 0.00 -0.01
C -4.914833 -0.061348 -2.612381 0.03 0.01 0.02
C -3.607965 -0.121786 -2.140414 -0.07 -0.03 -0.09
H 0.973477 -0.635716 -4.526800 -0.02 -0.01 0.01
H 1.543527 -2.785392 -5.636465 0.00 -0.01 0.01
H 0.515277 -4.885289 -4.843471 0.01 0.01 0.01
H -1.103271 -4.860706 -2.976461 0.00 0.00 -0.02
H -1.757262 -2.714585 -1.933063 0.02 0.02 -0.04
H -1.979222 0.274322 -5.113164 -0.01 0.02 0.03
H -4.309989 0.375472 -5.920198 0.00 0.00 0.02
H -6.185227 0.180265 -4.320830 0.01 -0.02 0.01
H -5.738335 -0.158085 -1.917016 0.01 0.00 -0.01
H -3.400685 -0.270265 -1.089949 0.02 0.03 0.00
```
Positions in Å, forces in eV/Å.

Properties
**Orbital gap (alpha / beta)**: 7.171 / 7.399 eV
**Lowest unoccupied orbital energy (alpha / beta)**: -0.241 / -0.236 Ha
**HOMO energy (alpha / beta)**: -13.72 / -13.83 eV
**Energy relative to the best compared isomer or geometry (same formula, charge and spin)**: 23.5 kcal per mole
**2S+1**: 2
**Total charge**: +2